Entry 1:
The following is a DFT calculation (ωB97M-V/def2-TZVPD) of a structure of composition C20H23BaPSe2 at a distorted geometry.

The geometry in XYZ format:
```
47
C20H23BaPSe2, DFT ωB97M-V/def2-TZVPD
C 1.6973 3.9192 -0.2908
C 0.8351 2.6476 -3.1712
C 3.0126 3.5051 -0.7839
H 1.8707 4.8026 0.3832
C 1.8345 1.7654 -3.1242
H -0.1492 2.3127 -3.5234
H 3.6786 3.1323 0.0071
H 1.6346 0.7286 -3.4083
C 3.5766 3.3993 -2.1144
H 4.6756 3.3638 -1.9145
H 3.4534 4.2472 -2.8078
C 0.6084 4.3548 -1.3256
H 0.4075 5.4268 -1.1856
H -0.3298 3.8443 -1.0634
C 0.8594 4.1071 -2.8177
H 1.7487 4.6434 -3.1733
H 0.0064 4.5590 -3.3531
C 3.2770 2.0443 -2.8524
H 3.8561 2.0372 -3.7954
H 3.6893 1.2357 -2.2314
Ba -0.1010 1.6581 2.2600
H 1.2066 3.0904 0.4493
Se -2.8255 0.2500 1.9315
P -1.4395 -1.2198 1.0946
Se 0.0482 -0.1656 -0.1747
C -0.6147 -2.1183 2.4852
C 0.5547 -1.6107 3.0772
C 0.9269 -2.0102 4.3659
C 0.1939 -3.0011 5.0269
C -0.9313 -3.5641 4.4148
C -1.3474 -3.1137 3.1538
C -2.3416 -2.5454 0.1800
C -1.8519 -3.8521 -0.0007
C -2.6378 -4.8118 -0.6593
C -3.9082 -4.4825 -1.1380
C -4.3940 -3.1827 -0.9697
C -3.6063 -2.2219 -0.3301
H 1.2449 -0.9877 2.4748
H 1.8150 -1.5784 4.8371
H 0.5171 -3.3542 6.0085
H -1.4774 -4.3640 4.9166
H -2.2275 -3.5546 2.6825
H -0.8729 -4.1356 0.3866
H -2.2667 -5.8296 -0.7870
H -4.5245 -5.2331 -1.6394
H -5.3877 -2.9226 -1.3357
H -3.9941 -1.2156 -0.1647
```

Results
- total charge = 0
- HOMO level (spin up / spin down) (eV) = -3.99 / -3.82
- E (eV) = -161785.0534
- Kohn-Sham gap (spin up / spin down) (eV) = 3.136 / 3.056

Partial atomic charges computed with the natural (NBO) method, in multiples of e: -0.3644 -0.2037 -0.4626 0.1887 -0.1742 0.1938 0.1593 0.1933 -0.4271 0.2076 0.1759 -0.3934 0.1964 0.1849 -0.4475 0.2154 0.2020 -0.4473 0.1976 0.1987 1.4920 -0.0404 -0.6560 0.9322 -0.5903 -0.4064 -0.2618 -0.2080 -0.1963 -0.2115 -0.1324 -0.4078 -0.1354 -0.2307 -0.1884 -0.2068 -0.1826 0.2205 0.2216 0.2239 0.2241 0.2260 0.2182 0.2210 0.2205 0.2221 0.2391



Entry 2:
The following is a DFT calculation (ωB97M-V/def2-TZVPD) of the molecule C20H23BrN2O5S at a distorted geometry.

The geometry in XYZ format:
```
52
C20H23BrN2O5S, DFT ωB97M-V/def2-TZVPD
C -1.5035 -4.4066 0.8486
H -1.2468 -4.2806 1.8966
H -0.6620 -4.0651 0.2518
H -1.6888 -5.4589 0.6465
C -2.7311 -3.5690 0.5091
C -2.4508 -2.1129 0.8106
O -1.6724 -1.7306 1.6502
N -3.1746 -1.2141 0.0534
C -2.9259 0.1465 0.1181
C -1.7076 0.7780 0.2791
C -1.6939 2.1607 0.3840
C -2.8741 2.8734 0.2824
C -4.0950 2.2518 0.0262
C -4.1066 0.8804 -0.0566
C -5.2369 -0.0741 -0.3146
H -5.8131 0.1982 -1.1979
H -5.9172 -0.0945 0.5401
C -4.5111 -1.4247 -0.4931
H -5.0176 -2.2360 0.0297
H -4.4347 -1.6847 -1.5549
H -4.9942 2.8350 -0.0998
Br -2.8249 4.7630 0.4266
H -0.7489 2.6583 0.5273
S -0.1229 -0.0729 0.0798
O -0.3718 -1.2736 -0.6663
O 0.5997 -0.0884 1.3086
N 0.5646 1.1106 -0.9226
C 1.8947 1.4604 -0.5795
C 2.2509 2.7842 -0.3826
C 3.5215 3.1116 0.0443
C 4.4507 2.1065 0.3098
C 4.1058 0.7738 0.1090
C 2.8373 0.4504 -0.3557
O 2.4209 -0.8074 -0.6506
C 3.0047 -1.8906 0.0367
H 2.3569 -2.7417 -0.1650
H 4.0149 -2.1020 -0.3319
H 3.0254 -1.7004 1.1123
H 4.8137 -0.0147 0.3040
O 5.6660 2.5260 0.7546
C 6.6394 1.5627 1.0781
H 6.2951 0.8941 1.8734
H 7.5028 2.1250 1.4303
H 6.9278 0.9714 0.2028
H 3.8120 4.1372 0.2018
H 1.5217 3.5591 -0.5622
C 0.2817 0.9091 -2.3265
H 0.5936 1.7933 -2.8818
H -0.7935 0.7713 -2.4311
H 0.7904 0.0246 -2.7200
H -3.5845 -3.8948 1.1121
H -2.9877 -3.6783 -0.5451
```

Results
- total charge = 0
- relative energy (zero: lowest compared OMol25 entry of this formula, charge and spin) (eV) = 0.000
- HOMO level (eV) = -8.10
- E (eV) = -115207.6226
- Kohn-Sham gap (eV) = 8.745
- SMILES = CCC(=O)N1CCc2cc(Br)cc(S(=O)(=O)N(C)c3ccc(OC)cc3OC)c21

Partial atomic charges computed with the natural (NBO) method, in multiples of e: -0.5974 0.2250 0.2203 0.2048 -0.5019 0.7313 -0.5905 -0.4677 0.2503 -0.3318 -0.1966 -0.0996 -0.2054 -0.0425 -0.4309 0.2281 0.2228 -0.1973 0.2114 0.1964 0.2299 0.0541 0.2483 2.3365 -0.9474 -0.9121 -0.7048 0.1123 -0.1808 -0.2896 0.3382 -0.3864 0.3257 -0.5104 -0.2517 0.2084 0.1690 0.1942 0.2265 -0.4895 -0.2527 0.1776 0.2016 0.1749 0.2260 0.2193 -0.4073 0.2090 0.2086 0.2042 0.2240 0.2159



Entry 3:
The following is a DFT calculation (ωB97M-V/def2-TZVPD) of a structure of composition C20H23BrN4O2PtS2.

The geometry in XYZ format:
```
53
C20H23BrN4O2PtS2, DFT ωB97M-V/def2-TZVPD
Pt 0.3073 -0.2091 0.1714
C -1.6524 1.9884 -0.3532
C -0.7204 1.8036 -1.5618
N 0.6397 1.3609 -1.1231
C 1.4226 2.4267 -0.4139
C 2.2351 1.8336 0.7276
N 1.4303 0.8460 1.5151
C 0.5244 1.3609 2.5859
C -0.7143 1.9875 1.9718
N -1.2098 1.1725 0.8202
H -1.7178 3.0330 -0.0531
H -2.6555 1.6804 -0.6424
H -1.1001 1.0119 -2.2057
H -0.6446 2.7156 -2.1554
H 1.1490 1.0426 -1.9464
H 2.0857 2.9299 -1.1166
H 0.7141 3.1709 -0.0578
H 3.0878 1.2846 0.3281
H 2.6161 2.6176 1.3832
H 2.0740 0.1924 1.9596
H 0.2533 0.4915 3.1836
H 1.0575 2.0686 3.2218
H -1.4928 2.0636 2.7308
H -0.5138 2.9986 1.6260
H -1.9589 0.5385 1.1204
S 2.0103 -1.5052 -0.7304
C 0.6655 -2.0549 -1.6865
N -0.4250 -1.4006 -1.3435
C -1.5752 -1.9000 -1.9577
C -2.8888 -1.4796 -1.7842
C -3.8662 -2.1009 -2.5349
C -3.5494 -3.1192 -3.4415
C -2.2475 -3.5466 -3.6112
C -1.2611 -2.9269 -2.8511
S 0.4546 -3.2835 -2.8363
H -3.1355 -0.7243 -1.0509
H -4.8987 -1.8035 -2.4138
H -4.3394 -3.5880 -4.0114
H -2.0051 -4.3393 -4.3056
Br -2.2344 -6.6106 5.5818
C -1.9294 -5.1576 4.4321
C -0.6783 -4.5529 4.4141
C -0.4514 -3.4924 3.5571
C -1.4784 -3.0239 2.7398
C -2.7323 -3.6303 2.7757
C -2.9576 -4.7058 3.6142
C -1.2857 -1.8745 1.8342
O -0.0095 -1.5929 1.5715
O -2.2077 -1.2271 1.3519
H 0.1059 -4.9162 5.0629
H 0.5258 -3.0306 3.5240
H -3.5267 -3.2537 2.1456
H -3.9233 -5.1899 3.6430
```

Results
- total charge = +2
- relative energy (zero: lowest compared OMol25 entry of this formula, charge and spin) (eV) = 0.000
- HOMO level (eV) = -13.34
- E (eV) = -126115.5279
- Kohn-Sham gap (eV) = 6.139

Partial atomic charges computed with the natural (NBO) method, in multiples of e: 1.3421 -0.2559 -0.2451 -0.5588 -0.2555 -0.2515 -0.5397 -0.2484 -0.2530 -0.6310 0.2280 0.2535 0.2408 0.2442 0.4378 0.2617 0.2189 0.2422 0.2512 0.4401 0.2497 0.2460 0.2604 0.2132 0.4800 0.0917 -0.1184 -0.5442 0.1730 -0.2490 -0.1576 -0.1774 -0.1883 -0.2285 0.5770 0.2265 0.2413 0.2484 0.2512 0.1374 -0.0486 -0.2410 -0.1558 -0.1649 -0.1445 -0.2383 0.7875 -0.7019 -0.6966 0.2450 0.2223 0.2359 0.2467



Number 1 is which compound?
C20H23BaPSe2